A structure of composition C30H47FInP2, computed with the ωB97M-V functional and the def2-TZVPD basis.

Positions of all 81 atoms, in Å:
In 0.06982 -0.12710 0.26025
C -0.38709 -2.56712 3.00247
C 0.96172 -2.67503 2.57396
C 0.89211 -1.17228 4.29928
C -0.42239 -1.65678 4.08875
C 1.74901 -1.80126 3.36414
C -1.55762 -3.28251 2.45534
H -1.32319 -3.75898 1.49570
H -2.41575 -2.60467 2.31188
H -1.87871 -4.07477 3.15311
C -1.61558 -1.21109 4.83251
H -2.46696 -1.88443 4.66456
H -1.91406 -0.19596 4.52184
H -1.41076 -1.18079 5.91413
C 1.26093 -0.13821 5.28666
H 0.80426 -0.35223 6.26399
H 0.90819 0.85789 4.97102
H 2.34988 -0.08803 5.41371
C 3.20930 -1.61775 3.27539
H 3.72682 -2.25769 4.00844
H 3.49691 -0.57835 3.48724
H 3.58014 -1.88642 2.28024
C 1.47430 -3.59738 1.54795
H 1.78915 -4.54169 2.01737
H 2.34821 -3.19267 1.02811
H 0.71652 -3.85044 0.80065
C -1.44240 0.78112 -4.49120
C -1.71151 -0.53154 -4.33234
C -0.90592 -1.62829 -4.98573
C 0.63605 -1.40122 -4.99586
C 1.17035 -0.62173 -3.82148
C 1.34334 0.71731 -3.84810
C 0.90963 1.62917 -4.96527
C -0.50925 1.35415 -5.51083
H -1.23330 -1.75671 -6.03285
H 0.90242 -0.89685 -5.94301
H -1.12614 -2.57668 -4.47541
H -0.45326 0.69524 -6.38919
H -2.04855 1.52851 -3.97152
H -2.69952 -0.82484 -3.92855
H -0.91836 2.30988 -5.88907
H 0.97940 2.68384 -4.63651
H 2.09437 1.20926 -3.23071
H 1.62299 1.55990 -5.81941
H 1.13131 -2.39274 -5.03495
H 1.62671 -1.23733 -3.03831
P -1.48757 0.31538 -1.62455
P 1.83758 1.61854 -0.25265
C -0.68488 2.04422 -1.85710
C 0.59985 2.65200 -1.14331
H -1.54001 2.72321 -1.63534
H -0.48384 2.09503 -2.94299
H 1.16414 3.21064 -1.90474
H 0.24646 3.41115 -0.42651
C 2.70950 2.65043 0.96085
H 3.08456 2.01452 1.77457
H 2.05565 3.41287 1.39767
H 3.56791 3.14167 0.47726
C 3.17547 0.81627 -1.17307
H 3.81761 1.57385 -1.63900
H 2.80423 0.11936 -1.93132
H 3.76477 0.20764 -0.46841
C -3.30260 0.56479 -1.37924
H -3.78553 -0.33540 -0.96057
H -3.79410 0.78938 -2.35363
H -3.48563 1.41557 -0.69123
C -1.25269 -1.57677 -1.90719
H -1.08823 -2.20010 -1.00237
H -0.35177 -1.66772 -2.52980
H -2.10625 -2.03631 -2.41956
F -2.87570 3.40099 4.76841
C -2.23723 2.63582 3.82043
C -0.84826 2.60857 3.79657
C -0.20549 1.77869 2.86666
C -0.93479 1.04995 1.93439
C -2.32194 1.08153 1.99062
C -2.99080 1.91453 2.90473
H -0.26543 3.22513 4.48401
H 0.88333 1.71834 2.88786
H -2.90299 0.45193 1.31262
H -4.07884 2.00964 2.88753

Energy, Eh: -2143.55207
HOMO level (alpha / beta), eV: -9.13 / -8.84
Orbital gap (alpha / beta), hartree: 0.2022 / 0.2066
2S+1: 1
Charge: +1


A structure of composition C30H47FP2V, computed with the ωB97M-V functional and the def2-TZVPD basis.

Positions of all 81 atoms, in Å:
V -0.71270 1.31056 0.76255
C 0.25607 3.19122 0.81249
C -0.57589 3.07124 -0.36175
C -1.94711 2.92100 1.50383
C -0.60090 3.10342 1.95894
C -1.93942 2.91133 0.07689
C 1.69825 3.54911 0.86524
H 2.16986 3.46213 -0.11920
H 2.25034 2.93075 1.58385
H 1.79806 4.59286 1.19564
C -0.21414 3.33943 3.37817
H 0.85765 3.16773 3.53376
H -0.77781 2.69454 4.06623
H -0.43323 4.37880 3.66098
C -3.15869 2.91227 2.37193
H -3.44784 3.93729 2.64086
H -2.98162 2.36962 3.30606
H -4.01388 2.45612 1.85503
C -3.17030 2.97711 -0.76529
H -3.63664 3.97057 -0.66880
H -3.92228 2.24375 -0.44664
H -2.94169 2.82075 -1.82376
C -0.16010 3.31362 -1.76967
H -0.43134 4.33697 -2.06894
H -0.65975 2.63108 -2.46793
H 0.91938 3.21048 -1.89302
C 3.04803 -2.96456 -1.42374
C 3.64260 -2.03186 -2.18752
C 3.76733 -2.13336 -3.68361
C 2.52088 -2.63713 -4.44384
C 1.19648 -2.29179 -3.83268
C 0.52425 -3.13102 -3.02749
C 1.11101 -4.35624 -2.38406
C 2.60548 -4.28328 -1.97399
H 4.61559 -2.78879 -3.94369
H 2.58922 -3.73124 -4.56283
H 4.03378 -1.13466 -4.05662
H 3.23814 -4.54684 -2.83535
H 3.01984 -2.88600 -0.33226
H 4.21875 -1.21351 -1.73715
H 2.76728 -5.05695 -1.20308
H 0.51156 -4.57370 -1.48659
H -0.55745 -3.01557 -2.87507
H 0.99624 -5.23117 -3.04863
H 2.57191 -2.19747 -5.45441
H 0.75191 -1.35465 -4.18759
P 1.13556 -0.11339 0.14217
P -2.12980 -0.39765 -0.35283
C 0.35433 -1.68279 -0.46204
C -1.11577 -1.92508 -0.12221
H 0.98194 -2.52262 -0.13491
H 0.48860 -1.60553 -1.55012
H -1.53776 -2.70409 -0.77633
H -1.22366 -2.26666 0.92092
C -3.74560 -0.83269 0.31695
H -4.33406 0.08517 0.44280
H -3.63511 -1.32240 1.29146
H -4.26252 -1.51121 -0.37706
C -2.32763 -0.15898 -2.14143
H -2.58790 -1.11244 -2.61519
H -1.41369 0.23841 -2.60018
H -3.13613 0.56007 -2.31762
C 2.38905 -0.63451 1.32642
H 2.96343 0.24977 1.62693
H 3.06647 -1.38495 0.90195
H 1.89003 -1.04480 2.21204
C 1.96972 0.53573 -1.32863
H 1.27343 0.91670 -2.08252
H 2.53215 -0.27805 -1.78441
H 2.66763 1.32933 -1.04246
F -1.30949 -1.15138 6.66227
C -1.17267 -0.65131 5.39576
C -2.30563 -0.57307 4.59049
C -2.13972 -0.08031 3.28772
C -0.87667 0.25457 2.80777
C 0.21380 0.24041 3.67172
C 0.09202 -0.23914 4.98173
H -3.28673 -0.85766 4.95111
H -3.01591 0.03893 2.65822
H 1.18728 0.62567 3.34653
H 0.95387 -0.26800 5.64572

Expectation value of S²: 0.79
Energy, Eh: -2897.27794
HOMO level (alpha / beta), eV: -13.81 / -13.81
Relative energy (zero: lowest compared OMol25 entry of this formula, charge and spin), kcal per mole: 12.3
Orbital gap (alpha / beta), hartree: 0.2138 / 0.2321
2S+1: 2
Charge: +2


A structure of composition C30H47MnN14O3P2S2, computed with the ωB97M-V functional and the def2-TZVPD basis.

Positions of all 99 atoms, in Å:
Mn 0.13178 0.23261 -0.30584
C -3.77886 2.07719 0.51496
C -4.62091 0.99490 0.35724
C -4.07756 -0.22795 0.00697
C -2.71366 -0.33511 -0.17616
N -1.90011 0.72753 -0.04907
C -2.42464 1.90768 0.29285
C -2.05445 -1.62134 -0.47109
C -2.75312 -2.78364 -0.69179
C -2.06333 -3.94612 -0.99154
C -0.68879 -3.90494 -1.06575
C -0.04638 -2.70712 -0.82967
N -0.71122 -1.59169 -0.51514
H -4.15462 3.05369 0.78798
H -5.68910 1.09225 0.51390
H -4.71301 -1.09316 -0.11247
H -1.72884 2.72995 0.35653
H -3.83228 -2.78087 -0.67705
H -2.60415 -4.86222 -1.19432
H -0.10510 -4.77607 -1.32638
H 1.02444 -2.63216 -0.86856
N 3.25057 1.56288 -0.45643
C 2.17722 2.40905 -0.43672
N 2.26484 3.70970 -0.56316
N 0.98549 4.15263 -0.46691
N 0.17901 3.17380 -0.29046
N 0.91463 2.02208 -0.24557
C 3.15271 0.26621 -0.02766
N 4.16620 -0.46687 0.36674
N 3.60996 -1.65542 0.70590
N 2.33753 -1.62784 0.53397
N 2.00637 -0.40146 0.04338
H 4.16581 1.97296 -0.51733
O -0.17517 -0.13451 1.98005
P -0.07077 0.00363 3.46000
N 0.93686 1.22691 3.89585
C 1.53264 1.37855 5.23726
C 2.97159 1.79583 4.94788
C 2.82146 2.65996 3.69388
C 1.75658 1.93425 2.87282
N -1.55977 0.27096 4.11461
C -2.79224 -0.25726 3.51786
C -3.86528 0.43088 4.34870
C -3.26865 0.39401 5.76153
C -1.75751 0.58763 5.54250
N 0.49366 -1.31542 4.26716
C -0.37900 -2.49704 4.43249
C 0.59049 -3.64952 4.77774
C 1.96971 -2.98680 4.94037
C 1.87747 -1.77426 4.02560
H 1.45351 0.45236 5.80717
H 1.02257 2.16914 5.79685
H 3.58506 0.91856 4.72890
H 3.42231 2.32808 5.78546
H 3.74867 2.77198 3.13333
H 2.46988 3.65665 3.96826
H 2.21025 1.22029 2.18373
H 1.15213 2.62422 2.28897
H -2.87671 -1.34719 3.62216
H -2.83432 -0.01192 2.46035
H -4.83403 -0.06549 4.28250
H -3.97709 1.46546 4.01230
H -3.46281 -0.57673 6.21984
H -3.68305 1.16027 6.41520
H -1.16953 -0.06677 6.19449
H -1.45114 1.61636 5.74196
H -0.93325 -2.72747 3.51712
H -1.10630 -2.31504 5.22521
H 0.61576 -4.37109 3.96117
H 0.27868 -4.17782 5.67716
H 2.79022 -3.64892 4.66241
H 2.11977 -2.66244 5.97316
H 2.03121 -2.06330 2.98394
H 2.59153 -0.98835 4.27578
C 3.01668 -1.10693 -3.56270
C 2.21203 -2.37095 -3.79237
C 2.38848 -2.93250 -5.19249
O 0.79417 -2.23431 -3.49698
P -0.24060 -1.07161 -3.85589
S -2.04461 -1.77375 -3.61219
S 0.18404 0.61383 -2.80967
O 0.17931 -0.80178 -5.37452
C -0.18872 0.28057 -6.28167
C 0.88929 1.34765 -6.24981
C -1.58021 0.83898 -6.04381
H 4.06898 -1.32164 -3.76290
H 2.92198 -0.75313 -2.53663
H 2.68847 -0.30902 -4.23066
H 2.52866 -3.12303 -3.07050
H 2.22262 -2.15796 -5.94198
H 1.67871 -3.74276 -5.36925
H 3.40337 -3.32280 -5.30189
H -0.17108 -0.20914 -7.25305
H 0.88528 1.86948 -5.29250
H 0.70967 2.07204 -7.04886
H 1.87447 0.90102 -6.40332
H -1.63871 1.34680 -5.07910
H -2.32986 0.04967 -6.06299
H -1.80233 1.56220 -6.83227

Expectation value of S²: 6.05
Energy, Eh: -4794.00462
HOMO level (alpha / beta), eV: -7.60 / -7.60
Relative energy (zero: lowest compared OMol25 entry of this formula, charge and spin), kcal per mole: 0.0
Orbital gap (alpha / beta), hartree: 0.2376 / 0.2446
2S+1: 5
Charge: 0